[1]
Molecular formula: C37H58ClNO20S2
Method: DFT, wB97M-V/def2-TZVPD

The geometry in XYZ format:
```
119
Properties=species:S:1:pos:R:3
N 1.7044 -0.8019 7.0411
C 0.4589 -0.0486 6.6047
C -0.0709 -0.7769 5.2691
C -1.2026 0.0233 4.4539
C -0.5220 1.3701 3.8795
C -0.1566 1.3234 2.3139
C 1.3054 0.6736 2.0164
C 1.2765 -0.9253 1.8659
S 2.9846 -1.5397 2.3550
O 3.8753 -1.3013 1.1596
O 3.5155 -0.8701 3.6026
O 2.9676 -3.2189 2.6501
O -1.7653 -0.8259 3.3872
C -3.0458 -0.2003 3.0767
O -3.7594 -0.4904 2.0767
O -3.3559 0.7763 4.1190
C -2.6094 0.2186 5.2637
S -3.4720 -1.4588 5.4263
Cl -2.6410 1.3419 6.6991
H 1.4144 -1.7901 7.2066
H 2.3886 -0.8144 6.2536
H 0.7680 1.0439 6.4700
H -0.2785 -0.1103 7.4914
H 0.8666 -1.0327 4.6365
H -0.4902 -1.8071 5.6009
H 0.4500 1.6623 4.4377
H -1.2362 2.2670 4.0375
H -0.0656 2.4287 1.9692
H -0.9814 0.8720 1.6443
H 1.6580 1.1016 1.0008
H 2.0198 1.0725 2.8149
H 1.0963 -1.2866 0.7788
H 0.5478 -1.4667 2.5622
H 3.9415 -3.4347 2.6343
H -2.5386 -2.4317 5.7627
O 1.5943 -2.4123 -1.1037
C 2.5307 -2.5136 -1.8596
O 3.5686 -3.3715 -1.6727
C 4.5507 -3.1547 -2.6914
C 3.8066 -2.4928 -3.8269
C 2.7474 -1.6948 -3.1012
H 5.3408 -2.5167 -2.2837
H 4.9869 -4.1099 -2.9903
H 4.4493 -1.8876 -4.4683
H 3.3285 -3.2541 -4.4512
H 3.1084 -0.7034 -2.8156
H 1.8335 -1.6185 -3.6850
O -0.4176 -1.9243 10.0281
C -1.2317 -1.1520 10.4697
O -0.9325 -0.1365 11.3247
C -2.1419 0.5126 11.7328
C -3.1496 0.1857 10.6569
C -2.7113 -1.1894 10.2034
H -2.4360 0.1204 12.7111
H -1.9708 1.5871 11.8201
H -4.1822 0.2230 11.0087
H -3.0496 0.8940 9.8280
H -3.1626 -1.9808 10.8066
H -2.9161 -1.3476 9.1439
O -3.4625 3.7245 -0.8306
C -4.3036 2.8966 -1.0761
O -4.8352 2.6940 -2.3134
C -5.8786 1.7176 -2.2267
C -5.5885 0.9361 -0.9670
C -4.9493 1.9781 -0.0756
H -6.8403 2.2378 -2.1813
H -5.8620 1.0825 -3.1145
H -6.4767 0.4731 -0.5334
H -4.8651 0.1427 -1.1809
H -5.6941 2.5388 0.4945
H -4.2068 1.5365 0.5890
O 1.6348 -1.6219 -5.7276
C 1.0009 -0.6570 -6.0808
O 1.4636 0.6210 -6.0185
C 0.4212 1.5219 -6.4108
C -0.5304 0.6927 -7.2373
C -0.4092 -0.6756 -6.6024
H -0.0516 1.9224 -5.5084
H 0.8454 2.3477 -6.9835
H -1.5490 1.0844 -7.2432
H -0.1808 0.6484 -8.2718
H -1.0984 -0.7980 -5.7629
H -0.5472 -1.4721 -7.3341
O 5.5877 -4.9311 9.4841
C 4.7678 -4.1635 9.9215
O 5.0574 -3.1446 10.7767
C 3.8417 -2.5035 11.1795
C 2.8394 -2.8372 10.1008
C 3.2888 -4.2102 9.6501
H 3.5471 -2.8973 12.1573
H 4.0050 -1.4277 11.2666
H 1.8060 -2.8064 10.4489
H 2.9371 -2.1285 9.2719
H 2.8406 -5.0039 10.2529
H 3.0890 -4.3711 8.5906
O -0.1109 2.7015 -9.2852
C 0.2521 3.8246 -9.5379
O -0.3547 4.6333 -10.4474
C 0.3940 5.8472 -10.5774
C 1.1883 5.9632 -9.2983
C 1.4485 4.5156 -8.9430
H 1.0359 5.7681 -11.4600
H -0.2893 6.6877 -10.7118
H 2.0966 6.5583 -9.4080
H 0.5732 6.4271 -8.5205
H 2.3543 4.1349 -9.4212
H 1.4912 4.3680 -7.8637
O -1.0872 -1.8565 -10.3649
C -0.9995 -1.1822 -11.3603
O -1.2934 -1.6292 -12.6125
C -0.9752 -0.6103 -13.5663
C -0.9826 0.6823 -12.7847
C -0.5134 0.2395 -11.4160
H 0.0063 -0.8302 -13.9974
H -1.7196 -0.6094 -14.3648
H -0.3599 1.4595 -13.2318
H -2.0049 1.0679 -12.7152
H 0.5765 0.2473 -11.3369
H -0.9619 0.8394 -10.6245
```

Summary:
energy = -4260.73361 Eh


[2]
Molecular formula: C37H59NO4S5SiSn
Method: DFT, wB97M-V/def2-TZVPD

The geometry in XYZ format:
```
108
Properties=species:S:1:pos:R:3
Sn 0.6810 0.7548 1.1324
C 1.2850 -1.5299 4.2126
C 0.8758 -2.5571 3.1764
S 0.8683 -2.0081 1.4252
C 2.5496 -2.3467 0.8224
C 3.7125 -1.6765 1.5290
S 3.6886 0.1519 1.3970
C 4.3068 0.5807 3.0763
C 4.1092 2.0501 3.3984
S 2.3885 2.6393 3.2522
C 1.6414 2.4212 4.8941
C 1.3642 0.9929 5.3167
S 0.3365 0.0405 4.1347
H 2.3384 -1.2717 4.1229
H 1.1111 -1.9454 5.2067
H -0.1519 -2.8732 3.3619
H 1.5312 -3.4250 3.2532
H 2.5045 -2.0398 -0.2250
H 2.6754 -3.4296 0.8728
H 4.6356 -2.0053 1.0466
H 3.7616 -1.9421 2.5835
H 5.3750 0.3507 3.0775
H 3.8103 -0.0583 3.8053
H 4.6650 2.6605 2.6855
H 4.4579 2.2761 4.4055
H 0.7160 2.9917 4.8201
H 2.2877 2.9004 5.6332
H 0.8106 1.0027 6.2563
H 2.2898 0.4404 5.4637
C -4.3764 -4.3310 2.6387
C -3.6869 -3.7946 1.3729
C -4.4251 -4.3012 0.1243
C -2.2506 -4.3261 1.3359
C -3.7413 -2.2761 1.4167
C -4.9993 -1.6502 1.4668
C -5.1465 -0.2847 1.5480
C -3.9988 0.4925 1.5635
S -3.8489 2.2178 1.6253
C -2.1344 2.0443 1.5145
N -1.7018 0.8070 1.4708
C -2.7251 -0.0992 1.4924
C -2.6078 -1.4853 1.4350
C -1.2548 3.1861 1.3573
C -1.7199 4.5089 1.4093
C -0.8656 5.5577 1.1364
C 0.4536 5.3229 0.7853
C 0.9473 4.0192 0.7402
C 0.0792 3.0123 1.0461
H -4.2947 -5.4146 2.6791
H -5.4319 -4.0758 2.6531
H -3.9125 -3.9155 3.5317
H -4.3856 -5.3873 0.0866
H -3.9650 -3.9106 -0.7812
H -5.4706 -4.0084 0.1311
H -2.2665 -5.4131 1.3088
H -1.7048 -4.0263 2.2283
H -1.7222 -3.9783 0.4506
H -5.8894 -2.2554 1.4368
H -6.1230 0.1672 1.5865
H -1.6135 -1.8968 1.3882
H -2.7584 4.6829 1.6527
H -1.2332 6.5723 1.1814
H 1.1153 6.1416 0.5466
H 1.9765 3.8241 0.4711
C -1.2991 2.0578 -4.4507
C -1.0182 2.5258 -3.0273
C -0.7579 4.0345 -3.0112
C -2.1895 2.1786 -2.1093
O 0.1679 1.9116 -2.5320
Si 0.5866 0.3716 -2.3229
O 0.5454 0.0512 -0.7113
O -0.4786 -0.6317 -2.9885
C -0.4443 -2.0031 -3.3366
C -1.8925 -2.4943 -3.3054
C 0.3995 -2.7795 -2.3218
C 0.1694 -2.1500 -4.7312
O 2.1106 0.0643 -2.7434
C 3.1877 0.9238 -3.1061
C 3.3061 2.0655 -2.0966
C 2.9291 1.4809 -4.5038
C 4.4488 0.0588 -3.0956
H -2.1901 2.5445 -4.8375
H -1.4443 0.9818 -4.4587
H -0.4591 2.2975 -5.0972
H -1.6439 4.5623 -3.3530
H 0.0712 4.2758 -3.6704
H -0.5089 4.3673 -2.0051
H -3.1053 2.6203 -2.4912
H -1.9968 2.5601 -1.1078
H -2.2965 1.0985 -2.0574
H -2.3230 -2.2985 -2.3258
H -1.9385 -3.5586 -3.5136
H -2.4820 -1.9640 -4.0478
H 0.0273 -2.5668 -1.3222
H 1.4298 -2.4423 -2.3927
H 0.3457 -3.8456 -2.5223
H -0.4335 -1.6255 -5.4678
H 0.2283 -3.2000 -5.0053
H 1.1685 -1.7234 -4.7359
H 2.3984 2.6614 -2.1256
H 4.1628 2.6881 -2.3358
H 3.4243 1.6568 -1.0913
H 2.0159 2.0684 -4.4974
H 2.8113 0.6648 -5.2118
H 3.7563 2.1076 -4.8224
H 4.6249 -0.3397 -2.0988
H 5.3103 0.6448 -3.4006
H 4.3296 -0.7739 -3.7835
```

Summary:
charge = +2
relative energy (zero: lowest compared OMol25 entry of this formula, charge and spin) = 0.982 eV
energy = -4295.46976 Eh


[3]
Molecular formula: C37H60N7O4PdS3
Method: DFT, wB97M-V/def2-TZVPD

The geometry in XYZ format:
```
112
Properties=species:S:1:pos:R:3
Pd 5.7303 23.4360 7.8799
C 10.1063 22.9476 9.1188
C 8.9620 22.1488 8.5085
C 8.8643 20.6976 8.9595
O 7.8039 22.8511 8.3591
H 9.9169 23.0867 10.1909
H 10.1618 23.9329 8.6459
H 11.0901 22.4885 9.0273
H 9.3603 22.0932 7.4625
H 9.8343 20.2340 8.7544
H 8.0340 20.1555 8.5188
H 8.8017 20.5830 10.0511
C 5.9284 19.0033 6.4107
S 4.6419 20.2639 6.3112
O 5.2589 21.4983 6.9003
C 4.8155 20.5662 4.5481
H 6.0230 18.7149 7.4567
H 6.8598 19.4194 6.0302
H 5.6100 18.1205 5.8544
H 4.8830 19.6497 3.9570
H 5.7941 21.0344 4.4367
H 4.0365 21.2374 4.2049
C 6.4074 24.2242 3.1789
S 6.6843 24.8617 4.8560
O 6.0860 23.7931 5.7691
C 8.4678 24.5693 5.0248
H 6.5832 25.0072 2.4423
H 5.3423 24.0052 3.0823
H 6.9717 23.3123 3.0159
H 8.7154 23.5112 4.9755
H 8.6312 24.8929 6.0567
H 9.0479 25.1912 4.3480
C 6.1951 22.1504 11.6144
S 4.6299 21.8001 10.8035
O 4.6163 22.5073 9.4722
C 4.9559 20.0633 10.3916
H 5.9314 23.0347 12.1877
H 7.0087 22.2496 10.9026
H 6.3548 21.2665 12.2339
H 4.1898 19.6486 9.7369
H 5.0122 19.4212 11.2746
H 5.9164 19.9218 9.8851
N 9.2972 28.1408 7.4093
C 10.5160 28.7002 7.1426
C 11.4874 27.9527 7.7434
C 10.8318 26.8091 8.2751
C 9.4777 27.0528 8.2550
H 8.4110 28.4922 7.1117
H 10.5342 29.6455 6.6217
H 12.5407 28.1593 7.8041
H 11.3209 25.9835 8.7726
H 8.6323 26.4124 8.4589
N 9.8825 20.3546 4.2205
C 10.1078 19.0742 3.8033
C 11.0446 18.5154 4.6189
C 11.4544 19.5173 5.5523
C 10.6339 20.6050 5.3420
H 9.2989 21.0317 3.7722
H 9.6612 18.6165 2.9366
H 11.5144 17.5576 4.4672
H 12.1655 19.3959 6.3526
H 10.5248 21.4774 5.9624
N 13.1687 24.0478 7.8118
C 14.0597 23.2180 8.4192
C 15.3200 23.5452 7.9783
C 15.1188 24.4996 6.9141
C 13.7944 24.8184 6.8738
H 12.1814 24.0178 7.9723
H 13.7756 22.5841 9.2474
H 16.2775 23.1245 8.2199
H 15.9737 24.9024 6.3959
H 13.2605 25.5045 6.2408
N 13.4294 24.1451 12.0760
C 12.2541 24.5096 11.4571
C 11.4483 25.0165 12.4869
C 12.2365 25.1005 13.6316
C 13.4239 24.4393 13.4109
H 14.2109 23.7996 11.5434
H 12.1396 24.2009 10.4377
H 10.4103 25.3037 12.4118
H 11.9829 25.5229 14.5938
H 14.2775 24.3046 14.0492
N 11.9431 18.8964 11.3692
C 11.7754 20.2616 11.3534
C 12.1249 20.7507 12.5841
C 12.3880 19.6440 13.4556
C 12.3317 18.5538 12.6359
H 11.6691 18.2093 10.6796
H 11.4945 20.8209 10.4774
H 11.9811 21.7843 12.8630
H 12.5900 19.6098 14.5101
H 12.4866 17.4932 12.8006
N 9.3535 19.8660 14.0046
C 8.0883 19.6396 13.5010
C 7.2063 19.8366 14.5271
C 7.9112 20.2365 15.6846
C 9.2366 20.2309 15.3035
H 10.1661 19.9154 13.4066
H 7.9696 19.2310 12.5100
H 6.1486 19.6180 14.4474
H 7.4927 20.6543 16.5804
H 10.1446 20.5161 15.8174
N 9.9699 17.6696 7.9060
C 11.1707 17.3181 8.5077
C 10.8608 16.4199 9.4812
C 9.4771 16.1554 9.4972
C 8.9739 16.9187 8.4686
H 9.8726 18.3489 7.1714
H 12.1082 17.7670 8.2293
H 11.5577 15.9003 10.1308
H 9.0231 15.3808 10.0852
H 8.0061 16.8969 7.9869
```

Summary:
charge = +1
⟨S²⟩ = 2.010
spin multiplicity = 3
energy = -3452.06117 Eh